No. 1
{
  "formula": "C36H29Cl5Ge2Rh",
  "method": "wB97M-V/def2-TZVPD",
  "elements": ["Rh", "Cl", "C", "C", "C", "Cl", "C", "Cl", "C", "Cl", "C", "Cl", "C", "C", "C", "C", "C", "C", "C", "C", "C", "C", "C", "C", "C", "C", "C", "H", "H", "H", "H", "H", "H", "H", "H", "H", "H", "C", "Ge", "C", "C", "Ge", "C", "C", "C", "C", "C", "C", "C", "C", "C", "C", "C", "C", "H", "H", "H", "H", "H", "H", "H", "H", "H", "H", "H", "H", "H", "H", "H", "H", "H", "H", "H"],
  "xyz": [[0.1571, -0.8361, 1.6817], [-0.1062, -1.7992, 4.0763], [-1.2928, -2.6607, 3.0688], [-1.3518, -2.1909, 1.7747], [-2.3252, -2.7321, 0.9510], [-2.4759, -2.1207, -0.6618], [-3.1707, -3.7417, 1.4086], [-4.3589, -4.4169, 0.3658], [-3.0580, -4.2026, 2.7238], [-4.0932, -5.4494, 3.2948], [-2.1075, -3.6506, 3.5852], [-1.9626, -4.1617, 5.2180], [1.9253, -0.7943, 0.8714], [2.4087, -0.9728, -0.2918], [2.8280, -1.2652, -1.5329], [2.9093, -0.1968, -2.5545], [3.2089, 1.1082, -2.1597], [3.2087, 2.1392, -3.0829], [2.9105, 1.8769, -4.4136], [2.6219, 0.5799, -4.8177], [2.6241, -0.4545, -3.8954], [3.1565, -2.6644, -1.8927], [4.1289, -2.9513, -2.8510], [4.4303, -4.2655, -3.1680], [3.7594, -5.3032, -2.5349], [2.7936, -5.0256, -1.5777], [2.4958, -3.7128, -1.2531], [3.4604, 1.2972, -1.1241], [3.4419, 3.1471, -2.7653], [2.9024, 2.6833, -5.1352], [2.3781, 0.3751, -5.8519], [2.3670, -1.4572, -4.2091], [4.6687, -2.1439, -3.3280], [5.1920, -4.4796, -3.9057], [3.9905, -6.3298, -2.7883], [2.2658, -5.8318, -1.0861], [1.7292, -3.4893, -0.5225], [-4.0118, -0.0489, 2.4902], [-2.8440, 1.5082, 2.7107], [-3.8715, 3.1451, 2.3963], [-2.2527, 1.4802, 4.5790], [-0.9017, 1.2406, 1.2640], [-1.4899, 1.1872, -0.6045], [-0.5871, 0.9586, -1.6421], [-1.0133, 0.8683, -2.9577], [-2.3630, 0.9939, -3.2608], [-3.2762, 1.2175, -2.2427], [-2.8397, 1.3094, -0.9284], [0.3568, 2.7199, 1.4969], [0.0416, 3.7693, 2.3588], [0.9357, 4.8094, 2.5769], [2.1692, 4.8065, 1.9445], [2.5027, 3.7641, 1.0899], [1.6058, 2.7296, 0.8763], [-4.8417, 0.0026, 3.1969], [-3.4445, -0.9528, 2.6936], [-4.4203, -0.1245, 1.4820], [-4.7089, 3.1607, 3.0956], [-4.2667, 3.1892, 1.3825], [-3.2666, 4.0354, 2.5637], [-3.1122, 1.5474, 5.2476], [-1.5752, 2.3029, 4.8075], [-1.7347, 0.5438, 4.7839], [0.4683, 0.8420, -1.4262], [-0.2928, 0.6957, -3.7463], [-2.7004, 0.9165, -4.2865], [-4.3306, 1.3147, -2.4695], [-3.5743, 1.4800, -0.1498], [-0.9174, 3.7908, 2.8643], [0.6710, 5.6174, 3.2473], [2.8725, 5.6096, 2.1232], [3.4692, 3.7543, 0.6007], [1.8843, 1.9087, 0.2260]],
  "atomic_forces_ev_per_a": [[1.1778, -1.0146, -0.5398], [-0.2188, -0.3900, 0.2133], [0.0610, 0.0403, 0.2168], [-0.5543, 0.9286, 0.1617], [0.1846, -0.0780, -0.1326], [-0.0190, -0.1161, 0.0869], [0.0444, -0.0009, -0.0364], [-0.0270, -0.0087, 0.0000], [-0.0017, -0.0120, 0.0497], [-0.0144, -0.0152, 0.0093], [-0.0036, -0.0256, -0.0232], [-0.0064, -0.0052, -0.0006], [-0.2042, 0.7728, -0.2730], [-0.0419, -0.1852, 0.0324], [0.0375, -0.1365, -0.0808], [-0.0526, -0.0824, 0.2689], [0.0549, 0.0252, -0.0454], [0.0114, -0.0125, 0.0033], [-0.0029, -0.0032, -0.0128], [-0.0197, 0.0168, 0.0291], [-0.0842, 0.0285, -0.0599], [-0.0002, 0.2434, 0.1437], [0.0817, -0.0357, -0.0086], [-0.0219, 0.0164, 0.0379], [0.0295, -0.0357, -0.0262], [-0.0242, 0.0501, 0.0229], [-0.0324, -0.1001, -0.0567], [-0.0062, -0.0004, -0.0001], [-0.0070, -0.0010, -0.0006], [0.0043, -0.0033, -0.0028], [0.0125, -0.0003, -0.0060], [0.0011, -0.0084, 0.0065], [-0.0180, 0.0042, -0.0129], [0.0078, -0.0056, 0.0001], [-0.0010, 0.0005, 0.0014], [0.0006, -0.0137, -0.0031], [0.0122, 0.0208, 0.0268], [-0.1234, 0.0690, -0.0503], [0.0283, -0.2394, 0.1872], [-0.0211, 0.0712, -0.0257], [0.0318, 0.0586, 0.0372], [-0.5100, 0.2344, -0.2514], [-0.0255, -0.0836, -0.0972], [0.0801, 0.0398, 0.0344], [-0.0487, -0.0033, -0.0290], [0.0378, -0.0201, -0.0262], [-0.0248, 0.0086, 0.0078], [-0.0187, 0.0878, 0.0379], [0.2142, -0.0875, 0.2447], [-0.0243, 0.0267, -0.0773], [0.0080, 0.0229, 0.0120], [0.0065, 0.0167, 0.0043], [-0.0136, 0.0138, -0.0006], [-0.0412, -0.0190, -0.0946], [-0.0055, 0.0411, 0.0054], [0.0009, -0.0783, 0.0468], [0.0144, -0.0066, -0.0122], [-0.0193, 0.0190, -0.0013], [-0.0010, -0.0060, -0.0154], [0.0034, 0.0135, 0.0011], [-0.0278, 0.0057, -0.0163], [0.0138, -0.0011, -0.0056], [0.0206, -0.0124, 0.0217], [0.0409, -0.0044, 0.0146], [0.0465, -0.0136, -0.0277], [0.0015, 0.0006, -0.0067], [-0.0033, 0.0025, 0.0021], [0.0022, -0.0199, 0.0148], [0.0081, -0.0218, 0.0200], [0.0005, 0.0013, 0.0016], [0.0018, 0.0105, -0.0066], [0.0093, -0.0034, -0.0061], [-0.0223, 0.0198, 0.0677]],
  "molar_mass_da": 887.02,
  "max_force_ha_per_bohr": 0.032,
  "e_tot_ha": -7954.4317,
  "multiplicity": 2,
  "relative_energy_kj_mol": 136.7,
  "orbital_gap_ev": [5.96, 5.72]
}

No. 2
{
  "formula": "C36H29N13O4S3W",
  "method": "wB97M-V/def2-TZVPD",
  "elements": ["W", "C", "C", "N", "N", "C", "O", "C", "C", "C", "C", "C", "C", "C", "C", "C", "C", "C", "N", "H", "H", "H", "H", "H", "H", "H", "H", "H", "H", "H", "H", "N", "C", "C", "C", "C", "C", "C", "S", "O", "O", "N", "C", "N", "C", "C", "C", "N", "H", "H", "H", "H", "H", "H", "H", "H", "H", "S", "C", "N", "N", "C", "N", "C", "C", "C", "C", "C", "C", "S", "H", "H", "H", "H", "H", "H", "N", "C", "O", "C", "C", "N", "C", "N", "H", "H"],
  "xyz": [[-0.2116, -0.0372, -0.6565], [3.2970, -1.9314, 1.3590], [1.9700, -1.5513, 0.7958], [1.7244, -0.4047, 0.2718], [2.6589, 0.5881, 0.2588], [2.0562, 1.7068, -0.0897], [0.8017, 1.7688, -0.3434], [2.8388, 2.9475, -0.2383], [4.2073, 2.9765, 0.0153], [4.9187, 4.1463, -0.1883], [4.2682, 5.2875, -0.6411], [2.9021, 5.2616, -0.8839], [2.1836, 4.0944, -0.6822], [0.8142, -2.4493, 0.8648], [0.8658, -3.6987, 1.4620], [-0.3070, -4.4155, 1.6346], [-1.5061, -3.8573, 1.2344], [-1.4867, -2.6152, 0.6250], [-0.3542, -1.9489, 0.4073], [3.9576, -1.0713, 1.3433], [3.7392, -2.7316, 0.7608], [3.1944, -2.2886, 2.3850], [4.7008, 2.0788, 0.3622], [5.9831, 4.1708, 0.0059], [4.8279, 6.2007, -0.7991], [2.3940, 6.1528, -1.2290], [1.1158, 4.0601, -0.8627], [1.8096, -4.1031, 1.7970], [-0.2810, -5.3923, 2.0994], [-2.4496, -4.3608, 1.3871], [-2.4037, -2.1281, 0.3155], [-7.9428, 4.0217, -1.9350], [-6.9716, 3.2290, -1.3436], [-7.1337, 1.8405, -1.2742], [-6.1429, 1.0460, -0.7339], [-4.9783, 1.6277, -0.2519], [-4.8003, 3.0024, -0.3113], [-5.7881, 3.7979, -0.8597], [-3.7289, 0.6227, 0.4772], [-3.1705, 1.3576, 1.5666], [-4.2883, -0.6884, 0.7197], [-2.5474, 0.4496, -0.6674], [-2.8086, -0.4218, -1.6681], [-3.9838, -0.6182, -2.2576], [-3.9919, -1.5144, -3.2306], [-2.8556, -2.2120, -3.6456], [-1.6743, -1.9433, -2.9957], [-1.6574, -1.0634, -1.9915], [-8.8722, 3.6355, -1.9549], [-7.9295, 4.9947, -1.6767], [-8.0424, 1.3889, -1.6545], [-6.2627, -0.0259, -0.6818], [-3.8802, 3.4462, 0.0543], [-5.6477, 4.8712, -0.9089], [-4.9449, -1.6876, -3.7202], [-2.9040, -2.9327, -4.4475], [-0.7451, -2.4308, -3.2521], [2.2683, -3.4687, -2.8628], [1.4931, -2.1598, -2.3630], [0.9227, -1.2014, -1.9941], [-2.3789, 2.2548, -2.7857], [-1.0798, 2.2214, -3.1177], [-0.1608, 1.3946, -2.6584], [1.0868, 1.6892, -3.2656], [2.3282, 1.1140, -3.0044], [3.4543, 1.5621, -3.6728], [3.3860, 2.5827, -4.6134], [2.1697, 3.1782, -4.8860], [1.0496, 2.7236, -4.2086], [-0.5601, 3.3520, -4.3390], [-2.5917, 1.9052, -1.8551], [-2.8647, 3.1060, -3.0206], [2.4360, 0.3311, -2.2796], [4.4086, 1.1046, -3.4460], [4.2797, 2.9155, -5.1242], [2.0892, 3.9829, -5.6052], [0.0373, 0.9335, 3.4211], [-0.3410, 1.3684, 2.1936], [-0.5252, 0.4075, 1.3483], [-0.4901, 2.7458, 1.9894], [-1.0380, 3.3053, 0.8178], [-1.5117, 3.7877, -0.1192], [-0.2631, 3.6112, 3.0872], [-0.0732, 4.3172, 3.9806], [-0.0892, -0.0483, 3.5936], [-0.0282, 1.5633, 4.2049]],
  "atomic_forces_ev_per_a": [[0.2404, 0.4883, -0.4302], [-0.0315, -0.0252, 0.0020], [0.2761, 0.1712, -0.0307], [-0.1379, 0.1558, 0.1259], [0.0622, -0.0790, 0.0719], [0.0598, -0.0576, -0.0132], [-0.0153, -0.1502, -0.1143], [-0.0527, 0.0956, 0.0535], [-0.0079, -0.0361, -0.0088], [0.0210, 0.0055, 0.0001], [0.0019, 0.0009, 0.0099], [0.0032, 0.0044, 0.0007], [-0.0035, -0.0171, -0.0081], [-0.1854, -0.1814, 0.0044], [0.0716, 0.0439, 0.0044], [-0.0395, -0.0462, 0.0137], [-0.0204, -0.0433, 0.0274], [-0.0334, 0.0799, -0.0984], [-0.1410, -0.0317, -0.0060], [0.0059, 0.0109, -0.0069], [-0.0124, -0.0089, 0.0083], [0.0042, -0.0004, -0.0024], [-0.0057, 0.0025, -0.0022], [-0.0032, -0.0011, 0.0011], [0.0014, -0.0046, 0.0001], [0.0001, -0.0047, 0.0045], [0.0309, 0.0003, -0.0021], [0.0199, 0.0491, -0.0131], [-0.0022, 0.0019, -0.0093], [0.0038, 0.0040, -0.0083], [0.0169, -0.0333, 0.0242], [-0.0206, 0.0165, 0.0253], [0.0928, -0.0523, 0.0057], [-0.0019, 0.0654, -0.0105], [-0.0358, 0.0320, 0.0096], [-0.0155, -0.2215, 0.0012], [0.1580, 0.1025, -0.0082], [-0.0552, -0.0274, -0.0442], [-0.2299, -0.0754, -0.0296], [0.1043, 0.0610, 0.0732], [0.0470, 0.1403, -0.0202], [0.2120, -0.0131, 0.3161], [0.2963, -0.3251, 0.1490], [-0.0076, -0.1578, -0.1140], [0.1417, -0.0180, -0.0056], [-0.1290, -0.0235, -0.0388], [-0.0523, 0.0229, -0.0188], [-0.3048, 0.3956, -0.0843], [0.0051, -0.0003, -0.0066], [-0.0005, -0.0011, -0.0069], [-0.0049, 0.0071, 0.0118], [0.0073, -0.0166, 0.0170], [-0.0732, -0.0131, 0.0351], [-0.0069, 0.0031, -0.0002], [-0.0084, 0.0233, 0.0335], [0.0330, 0.0060, 0.0061], [0.0260, 0.0179, 0.0109], [0.1092, -0.1734, -0.0543], [-0.0731, 0.2057, 0.0738], [-0.2165, -0.1115, 0.1332], [-0.1186, 0.0570, 0.1465], [0.3550, -0.1151, -0.1187], [-0.1288, -0.1039, 0.1593], [0.0457, 0.0804, -0.0737], [0.0051, 0.0061, -0.0053], [0.0032, -0.0267, 0.0177], [0.0239, 0.0318, -0.0302], [-0.0133, 0.0018, -0.0399], [-0.0405, -0.0474, 0.0545], [-0.0056, -0.0360, 0.0434], [-0.0187, 0.0016, 0.0288], [-0.0240, -0.0237, -0.0132], [0.0101, -0.0078, 0.0202], [-0.0119, -0.0027, 0.0062], [-0.0086, 0.0088, 0.0067], [-0.0046, 0.0036, 0.0116], [0.0581, 0.0075, 0.1559], [0.1054, -0.0573, -0.0402], [-0.2418, 0.1855, -0.2895], [-0.0468, -0.3085, 0.0538], [-0.1937, -0.0038, -0.2247], [0.0988, -0.0257, 0.0489], [-0.0090, 0.2875, -0.0240], [0.0199, -0.1497, 0.0363], [0.0008, 0.0101, 0.0094], [0.0158, -0.0361, 0.0031]],
  "molar_mass_da": 987.76,
  "max_force_ha_per_bohr": 0.013,
  "e_tot_ha": -3663.8580,
  "relative_energy_kj_mol": 144.3,
  "orbital_gap_ev": [5.94, 5.91]
}